# 1
C4H8OS | ωB97M-V/def2-TZVPD

The HOMO energy is -8.84 eV. The value obtained for the frontier orbital gap is 0.352 Ha. As for the structure (SMILES): O=CCCCS. For the lowest unoccupied orbital energy, the calculation gives 0.75 eV. The total charge is 0.

Structure (XYZ):
```
14
Properties=species:S:1:pos:R:3:forces:R:3:nbo_charge:R:1
C -1.0592 -0.5793 0.4225 2.95 0.90 1.10 -0.597
C -0.1727 -0.1882 -0.8390 0.42 1.50 2.33 -0.386
C 1.2631 0.1098 -0.3031 0.50 -0.72 -1.07 -0.522
C 1.3876 1.3019 0.6014 -1.90 -0.05 0.48 0.435
H -2.9134 -1.4597 -0.3536 -0.69 1.38 0.32 0.127
H -0.6397 -0.0160 1.3818 -1.16 -1.12 -2.34 0.276
H -0.7690 -1.6530 0.6046 -1.01 0.85 -0.03 0.214
H -0.4583 0.7638 -1.3575 -0.40 -1.10 0.32 0.211
H -0.0865 -1.0273 -1.5026 -0.24 -0.18 -0.60 0.208
H 1.9115 0.0907 -1.2145 -0.01 0.47 1.03 0.221
H 1.5976 -0.6875 0.3629 0.02 -0.48 -0.21 0.229
H 2.0570 2.1127 0.4021 1.00 0.57 -0.50 0.127
O 0.6624 1.4238 1.5733 0.90 0.18 -0.25 -0.531
S -2.7803 -0.1915 0.2215 -0.39 -2.19 -0.58 -0.012
```
Positions in Å, forces in eV/Å.


# 2
C4H8OS | ωB97M-V/def2-TZVPD

The HOMO energy is -9.28 eV. The value obtained for the frontier orbital gap is 0.374 Ha. As for the structure (SMILES): O=CCCCS. For the lowest unoccupied orbital energy, the calculation gives 0.90 eV. The total charge is 0.

Structure (XYZ):
```
14
Properties=species:S:1:pos:R:3:forces:R:3:nbo_charge:R:1
O -0.0801 2.6767 1.5719 0.19 -0.09 -0.01 -0.513
C -0.3912 1.5176 1.6610 -0.56 0.45 0.25 0.447
C -0.8215 0.6739 0.5102 0.54 -0.18 -0.53 -0.511
C 0.3061 -0.3097 0.1356 -0.24 0.13 -0.23 -0.398
C -0.0053 -1.0313 -1.1702 0.28 0.33 0.02 -0.508
S 1.3358 -2.1157 -1.7229 0.00 -0.13 -0.02 -0.030
H -0.4375 1.0301 2.6540 0.23 -0.09 0.05 0.102
H -1.7108 0.1191 0.7885 -0.27 -0.12 0.03 0.218
H -1.0328 1.3125 -0.3539 -0.05 0.01 0.20 0.223
H 0.4723 -1.0336 0.9276 0.08 -0.10 0.15 0.212
H 1.2304 0.2541 -0.0044 0.05 0.00 0.08 0.208
H -0.8834 -1.6601 -1.0868 -0.19 -0.16 0.06 0.220
H -0.2022 -0.2941 -1.9476 -0.08 -0.05 -0.07 0.213
H 2.2203 -1.1394 -1.9631 0.02 0.00 0.00 0.116
```
Positions in Å, forces in eV/Å.


# 3
C4H8OS | ωB97M-V/def2-TZVPD

The HOMO energy (alpha / beta) is -7.84 / -7.84 eV. The value obtained for the frontier orbital gap (alpha / beta) is 0.297 / 0.297 Ha. For the lowest unoccupied orbital energy (alpha / beta), the calculation gives 0.23 / 0.23 eV. The total charge is 0.

Structure (XYZ):
```
14
Properties=species:S:1:pos:R:3:forces:R:3:nbo_charge:R:1
C -0.4329 -1.2951 0.1676 -0.32 0.59 2.26 -0.606
C -0.1721 0.1072 -0.1869 0.78 -0.34 0.51 0.146
C 0.0808 1.1060 0.8812 -2.33 -3.77 2.46 -0.725
C -0.2733 0.4960 -1.6422 1.59 0.40 0.93 -0.674
O 1.6864 -1.0028 1.8332 0.06 -0.04 0.28 -0.934
S 1.4723 -1.4779 0.4236 -1.57 0.61 -0.76 0.838
H -0.9868 -1.4955 1.1800 1.23 0.29 -1.87 0.247
H -0.7707 -1.9263 -0.6343 -0.13 -0.21 -0.28 0.231
H -0.8505 1.2152 1.5589 1.05 -0.37 -0.96 0.230
H 0.3015 2.0863 0.6144 1.17 1.37 -0.68 0.228
H 0.7297 0.4086 1.6084 -0.05 2.05 -0.66 0.318
H -0.2478 1.6032 -1.7172 -0.35 -0.73 -0.16 0.226
H -1.2035 0.0390 -1.9559 0.04 0.14 -0.89 0.227
H 0.6668 0.1360 -2.1309 -1.17 0.03 -0.19 0.249
```
Positions in Å, forces in eV/Å.


# 4
C4H8OS | ωB97M-V/def2-TZVPD

Its spin multiplicity is 3. The HOMO energy (alpha / beta) is -4.34 / -8.97 eV. The value obtained for the frontier orbital gap (alpha / beta) is 0.195 / 0.244 Ha. For the lowest unoccupied orbital energy (alpha / beta), the calculation gives 0.96 / -2.34 eV. The total charge is 0.

Structure (XYZ):
```
14
Properties=species:S:1:pos:R:3:forces:R:3:mulliken_spin:R:1
C -1.3489 0.9236 2.3132 -1.71 2.00 1.57 0.494
C -0.6597 0.0763 1.5579 1.14 -1.89 -4.98 0.080
C 0.2527 -0.4837 -2.0967 0.18 -0.25 0.29 -0.050
C 0.6255 -0.6681 -0.6685 3.52 -2.08 -1.84 0.715
O -0.6778 0.1757 0.2328 -3.09 1.95 5.32 0.570
S 2.1507 0.0344 -0.1279 0.11 -0.38 0.04 0.105
H -1.4123 0.7925 3.3747 0.21 0.12 0.43 0.019
H -1.9072 1.7285 1.8651 -0.11 0.05 -0.09 0.022
H -0.0937 -0.7476 1.9892 0.11 -0.11 -0.08 0.000
H -0.7488 -0.8669 -2.2766 -0.14 -0.03 -0.10 0.007
H 0.2778 0.5697 -2.3667 -0.02 0.16 -0.13 0.012
H 0.9620 -1.0307 -2.7176 -0.05 0.05 -0.42 0.037
H 0.5441 -1.6774 -0.2740 -0.09 0.04 0.04 -0.020
H 2.0353 1.1737 -0.8050 -0.06 0.36 -0.07 0.009
```
Positions in Å, forces in eV/Å.


It is found that the E_tot values, taken in the order of the records, are -630.5843; -630.6191; -630.5322; -630.4175 hartree.
It is found that the energy above the lowest of the compared OMol25 structures with the same formula, charge and spin values, taken in the order of the records, are 132.9; 41.4; 269.8; 224.3 kJ/mol.